1.
# C16H7F8IrNS6

A structure of composition C16H7F8IrNS6 (ωB97M-V with the def2-TZVPD basis set, the Open Molecules 2025 dataset).

Multiplicity = 2
Net charge = +2
Highest occupied orbital energy (alpha / beta) = -14.6186 / -15.1209 eV
Calculated total energy = -3960.36250 hartree
ΔE to the lowest compared entry with this formula, charge and spin = 66.39 kJ/mol
Expectation value of S² = 0.843

Cartesian coordinates (Å):
Ir -0.25 0.70 -0.16
S -5.90 -0.81 -0.59
S -0.71 2.48 0.81
S -3.69 1.03 -0.93
S -1.69 -1.03 0.00
S -6.40 1.85 -1.83
S -4.37 -3.00 0.55
F 6.67 0.27 0.31
F -0.25 0.29 2.95
F 0.07 0.74 5.58
F 0.07 3.26 6.53
F 6.33 -0.44 -1.71
F 6.11 -1.79 -0.03
F -0.21 5.38 4.87
F -0.55 4.94 2.22
N 1.77 0.40 -0.17
C 4.45 -0.19 -0.34
C 2.20 -0.61 -0.96
C -5.40 0.76 -1.17
C -0.23 4.15 4.39
C 4.01 0.86 0.46
C 5.93 -0.54 -0.44
C -0.08 3.06 5.25
C -0.41 2.62 2.52
C 2.66 1.13 0.52
C -0.25 1.54 3.40
C -0.08 1.76 4.76
C -3.52 -2.89 2.15
C -4.38 -1.37 -0.05
C -0.40 3.92 3.04
C -3.31 -0.50 -0.25
C 3.53 -0.94 -1.06
H -4.21 -2.51 2.90
H -3.26 -3.93 2.39
H -2.61 -2.30 2.11
H 2.27 1.93 1.13
H 3.84 -1.75 -1.70
H 4.70 1.46 1.02
H 1.44 -1.17 -1.50

Atom charges from the Mulliken analysis, given in e for atoms 1 to 2: 0.907, 0.085

=====

2.
# C16H7N6O4

The ion C16H7N6O4 with charge -1 in a non-equilibrium geometry (ωB97M-V with the def2-TZVPD basis set, the Open Molecules 2025 dataset).

SMILES = N#CC1=CC(=[N+]([O-])[O-])[C@@H](C(C#N)(C#N)c2ccccc2)c2c1no[n+]2[O-]
Net charge = -1
Highest occupied orbital energy = -4.7730 eV
Calculated total energy = -1243.21473 hartree
ΔE to the lowest compared entry with this formula, charge and spin = 8.25 kJ/mol

Cartesian coordinates (Å):
O -1.82 1.88 1.22
O 3.33 0.56 1.77
O -2.79 -0.17 1.81
O 3.63 -1.56 2.29
N 2.95 -0.62 1.82
N -1.67 0.69 1.36
N -2.39 -1.50 1.95
N 3.01 -0.60 -1.42
N 2.18 3.31 -0.17
N -1.20 -4.90 2.37
C 1.72 2.23 -0.15
C 1.61 -0.95 1.40
C 0.76 0.27 1.00
C -0.71 2.29 -1.58
C 1.13 0.88 -0.34
C -0.18 -2.53 1.88
C -0.75 -3.81 2.19
C -2.21 1.18 -3.12
C -0.64 -0.20 1.17
C -0.05 1.06 -1.35
C -1.79 2.34 -2.46
C -1.07 -1.46 1.63
C -1.49 -0.01 -2.96
C 1.19 -2.24 1.78
C 2.19 0.05 -0.91
C -0.40 -0.07 -2.11
H -3.12 1.19 -3.70
H -1.80 -0.92 -3.45
H 1.91 -2.99 2.09
H 0.96 1.11 1.67
H -0.39 3.21 -1.07
H -2.33 3.26 -2.58
H 0.20 -0.97 -2.01

Atom charges from the Mulliken analysis, given in e for atoms 1 to 2: -0.732, -0.643

=====

3.
# C16H8Cl3IrN6O2S2

A structure of composition C16H8Cl3IrN6O2S2 in a non-equilibrium geometry (ωB97M-V with the def2-TZVPD basis set, the Open Molecules 2025 dataset).

Highest occupied orbital energy (alpha / beta) = -7.4567 / -7.4566 eV
Calculated total energy = -3374.86505 hartree
ΔE to the lowest compared entry with this formula, charge and spin = 101.72 kJ/mol

Cartesian coordinates (Å):
Ir 0.16 -0.12 0.21
Cl 2.95 -3.98 1.93
Cl 4.56 -2.84 -0.18
Cl 4.32 -1.46 2.34
S -2.06 -0.22 1.10
S 0.60 1.62 1.84
O 1.31 -1.53 1.52
O 2.23 -1.18 -0.45
N 0.08 2.23 -3.36
N -2.35 4.84 6.09
N -0.63 -1.00 -1.79
N -5.64 2.72 5.05
N 0.15 1.59 -1.28
N -0.96 -0.70 -3.93
C -0.55 -0.14 -2.77
C -2.28 3.99 5.32
C 3.48 -2.48 1.16
C -3.24 1.21 3.05
C 0.53 2.89 -1.33
C -4.61 2.48 4.61
C -1.29 -2.01 -3.66
C 0.49 3.31 -2.62
C -1.08 -2.18 -2.32
C -1.00 2.69 3.70
C -3.34 2.20 4.01
C -2.20 2.95 4.35
C -2.05 0.98 2.36
C 2.24 -1.67 0.69
C -0.92 1.74 2.68
C -0.12 1.21 -2.51
H 0.81 3.43 -0.44
H -1.23 -3.05 -1.71
H -1.03 -0.26 -4.83
H -0.12 3.26 3.96
H 0.72 4.27 -3.07
H -4.11 0.61 2.80
H -1.64 -2.68 -4.42
H -0.03 2.22 -4.36

Atom charges from the Mulliken analysis, given in e for atoms 1 to 2: 1.723, -0.125

=====

4.
# C16H8EuF5NO2S

A structure of composition C16H8EuF5NO2S in a non-equilibrium geometry (ωB97M-V with the def2-TZVPD basis set, the Open Molecules 2025 dataset).

Multiplicity = 8
Net charge = +2
Highest occupied orbital energy (alpha / beta) = -14.4377 / -16.1592 eV
Calculated total energy = -2426.52186 hartree
Expectation value of S² = 15.900

Cartesian coordinates (Å):
Eu 2.31 1.65 -0.89
S -0.61 -4.93 -1.48
F -1.69 3.56 -2.37
F -1.16 1.46 -2.74
F 0.11 3.03 -3.63
F 1.75 -0.12 2.79
F -0.37 0.47 3.05
O -3.52 -3.65 -0.55
O -2.81 0.17 1.84
N -3.48 -1.63 0.52
C -0.65 2.73 -2.52
C 2.11 2.34 1.37
C -2.52 -0.80 1.23
C 0.01 1.53 -0.17
C 1.18 -3.11 -0.05
C 1.50 3.69 -1.04
C 0.55 0.16 2.10
C 0.89 1.33 1.13
C 1.37 -1.91 0.79
C -2.84 -2.80 -0.08
C -1.14 -1.47 0.91
C 2.41 3.50 0.30
C -0.20 -3.52 -0.43
C -1.29 -2.68 0.08
C 0.23 -1.11 1.25
C 0.29 2.68 -1.27
H 2.79 2.27 2.25
H 2.44 -1.64 1.01
H 3.26 4.22 0.41
H -0.86 0.87 -0.38
H -0.09 -6.07 -0.93
H 1.70 4.50 -1.80
H 2.05 -3.70 -0.42
H -3.72 -1.01 -0.27

Atom charges from the Mulliken analysis, given in e for atoms 1 to 2: 1.075, 0.078